Entry from the OMol25 dataset: a gas-phase ion, C18H21N4O3 (charge +1) (wB97M-V/def2-TZVPD).

- Net charge: +1
- Relative energy (zero: lowest compared OMol25 entry of this formula, charge and spin): 0.000 eV
- E: -31103.840 eV
- LUMO: -4.5 eV
- SMILES string: C[C@@H]1c2cc(OC(=O)N(C)C)ccc2N[C@H]1[n+]1cccc(C(N)=O)c1

Cartesian coordinates (Å):
1 O 3.65023 -2.82523 -0.74842
2 O -4.35415 0.19056 2.75770
3 O -3.46003 -0.74500 0.79011
4 C 4.33931 -2.19885 -1.51547
5 C -4.43199 -0.57777 1.78972
6 C -1.47066 -0.60749 2.17682
7 C 5.20556 0.05320 -2.27704
8 C -0.11849 -0.25913 2.29530
9 C -1.52226 0.45923 -0.00891
10 C 5.07977 1.45835 -2.18633
11 C -2.16785 -0.27202 1.01391
12 C 4.26599 -0.73782 -1.57980
13 C 0.51188 0.49290 1.27749
14 C -0.18637 0.84353 0.11624
15 C 4.07858 2.02000 -1.39862
16 C 3.34346 -0.09713 -0.79958
17 N 5.10648 -2.98131 -2.34743
18 N -5.63730 -1.22727 1.53439
19 N 1.81983 0.97486 1.25701
20 N 3.23478 1.22960 -0.72787
21 C -6.73456 -1.12278 2.45087
22 C -5.83790 -2.03598 0.32032
23 C 0.25968 2.97504 -1.17469
24 C 2.07988 1.75227 0.03836
25 C 0.78715 1.60487 -0.74820
26 H -1.97936 -1.09929 3.01549
27 H 6.03689 -0.37279 -2.86435
28 H 0.41473 -0.55650 3.19501
29 H -2.04921 0.67654 -0.94273
30 H 5.79402 2.13692 -2.68590
31 H 4.05206 3.13556 -1.30446
32 H 2.61564 -0.68565 -0.27550
33 H 4.89925 -3.96697 -2.27695
34 H 5.41951 -2.67555 -3.26112
35 H 2.25976 1.20294 2.11225
36 H -7.64714 -1.53960 2.05671
37 H -6.96312 -0.04508 2.58885
38 H -6.52126 -1.54011 3.44046
39 H -5.37364 -1.61566 -0.57364
40 H -5.47964 -3.03404 0.49052
41 H -6.89291 -2.15390 0.11961
42 H -0.72914 2.89338 -1.63939
43 H 0.13388 3.60475 -0.27712
44 H 0.94457 3.45102 -1.89574
45 H 2.27068 2.79436 0.32630
46 H 0.95338 1.02300 -1.65415



Entry from the OMol25 dataset: a molecular structure, C46H34MgN4OS (wB97M-V/def2-TZVPD).

- Net charge: 0
- Relative energy (zero: lowest compared OMol25 entry of this formula, charge and spin): 0.000 eV
- E: -72546.302 eV
- LUMO: -0.8 eV

Cartesian coordinates (Å):
1 Mg 0.06594 -0.16610 -0.11189
2 C 2.03904 -1.13639 7.29428
3 C 2.97097 -0.54582 6.45242
4 C 2.67892 -0.36196 5.10860
5 C 1.45317 -0.76707 4.58701
6 C 0.52521 -1.36021 5.43950
7 C 0.81421 -1.54322 6.78403
8 C 1.13578 -0.57532 3.14100
9 C 0.96758 0.74790 2.69380
10 C 1.03036 1.91316 3.53928
11 C 0.80841 2.99022 2.74230
12 C 0.60781 2.48644 1.40717
13 N 0.69953 1.12676 1.41257
14 C 0.32790 3.28065 0.27975
15 C 0.08474 2.80316 -1.00916
16 C -0.15866 3.63735 -2.16485
17 C -0.35779 2.80711 -3.21380
18 C -0.23063 1.45702 -2.70975
19 C -0.35829 0.30078 -3.49740
20 C -0.67572 0.49048 -4.94502
21 C -1.94068 0.18407 -5.43761
22 C -2.23793 0.35671 -6.78254
23 C -1.27162 0.83970 -7.65260
24 C -0.00635 1.14738 -7.17105
25 C 0.28844 0.97319 -5.82702
26 C -0.18619 -1.01105 -3.04855
27 N 0.10301 -1.38770 -1.77294
28 C 0.23207 -2.74339 -1.77185
29 C 0.54495 -3.53599 -0.66481
30 C 0.65301 -5.00953 -0.87737
31 C 1.71320 -5.54694 -1.60349
32 C 1.81651 -6.91680 -1.79693
33 C 0.85915 -7.76955 -1.26561
34 C -0.20069 -7.24405 -0.54020
35 C -0.30164 -5.87376 -0.34771
36 C 0.78882 -3.05833 0.63480
37 C 1.19589 -3.88567 1.75019
38 C 1.35474 -3.06178 2.81041
39 C 1.05091 -1.72383 2.35120
40 N 0.71564 -1.76303 1.02896
41 C -0.00004 -3.25202 -3.10983
42 C -0.25240 -2.18463 -3.89692
43 N 0.03264 1.48894 -1.37734
44 C 0.26659 4.75657 0.48765
45 C 1.41461 5.48227 0.79858
46 C 1.35267 6.85358 0.99684
47 C 0.13964 7.51992 0.88885
48 C -1.00925 6.80674 0.57902
49 C -0.94449 5.43516 0.37916
50 H 2.26722 -1.28061 8.34236
51 H 3.93077 -0.23043 6.84126
52 H 3.40727 0.09475 4.44953
53 H -0.42878 -1.68001 5.03736
54 H 0.08108 -2.00408 7.43378
55 H 1.21720 1.91034 4.60072
56 H 0.77803 4.02716 3.03446
57 H -0.15975 4.71501 -2.17083
58 H -0.56236 3.07707 -4.23679
59 H -2.69390 -0.19387 -4.75667
60 H -3.22691 0.11457 -7.15053
61 H -1.50286 0.97445 -8.70131
62 H 0.75471 1.52054 -7.84447
63 H 1.27609 1.20847 -5.44912
64 H 2.46245 -4.88016 -2.01290
65 H 2.64864 -7.31910 -2.36054
66 H 0.93907 -8.83846 -1.41554
67 H -0.95304 -7.90241 -0.12478
68 H -1.12934 -5.46119 0.21654
69 H 1.35836 -4.95026 1.71320
70 H 1.67294 -3.32527 3.80575
71 H 0.03240 -4.28984 -3.39777
72 H -0.45565 -2.17968 -4.95528
73 H 2.36096 4.96136 0.87833
74 H 2.25453 7.40407 1.23233
75 H 0.09066 8.58996 1.04356
76 H -1.95877 7.31978 0.49274
77 H -1.83957 4.87550 0.13361
78 C -4.31112 0.96188 0.49655
79 S -2.56633 1.24048 0.78027
80 C -2.61978 1.34575 2.56494
81 O -1.93909 -0.10018 0.47936
82 H -4.62236 0.07361 1.04456
83 H -4.43765 0.80823 -0.57308
84 H -4.87233 1.83982 0.81485
85 H -3.20461 2.21956 2.85245
86 H -1.59270 1.46326 2.90884
87 H -3.05516 0.42885 2.96112



Entry from the OMol25 dataset: a molecular structure, C6H10OS (wB97M-V/def2-TZVPD).

- Net charge: 0
- Relative energy (zero: lowest compared OMol25 entry of this formula, charge and spin): 4.987 eV
- E: -19262.043 eV
- LUMO: 0.5 eV

Cartesian coordinates (Å):
1 C -0.53841 -2.18053 -0.12044
2 C -0.42736 -0.70491 0.16544
3 C 0.02098 0.11772 -1.17034
4 C 0.01662 1.68528 -0.81287
5 C 0.61562 1.54311 0.60940
6 C 1.08365 0.07519 0.50968
7 H -0.06593 -2.81195 0.64522
8 H -1.66737 -2.52073 -0.23094
9 H 0.10090 -2.39068 -1.02354
10 H -2.09792 -1.28065 2.04217
11 H -0.22250 -0.03709 -2.24283
12 H 0.85561 1.97345 -1.57600
13 H -0.76755 2.46381 -0.78289
14 H -0.13235 1.87656 1.34793
15 H 1.49929 2.46745 0.88085
16 H 1.88312 -0.37821 1.18222
17 O 1.41804 -0.09628 -0.85787
18 S -1.57444 0.19846 1.43480